Entry 1:
4 unconnected molecules or ions with the total composition C46H31IO9, computed with the ωB97M-V functional and the def2-TZVPD basis.

```
87
Properties=species:S:1:pos:R:3:forces:R:3:lowdin_charge:R:1
H 2.81864 6.82277 -0.43920 0.021 0.007 -0.003 0.1079
O -5.22575 -5.86222 2.54646 -0.008 0.010 0.007 0.1110
C 1.55692 4.68725 -2.35177 0.244 0.026 -0.136 -0.3293
C 1.80234 6.61049 5.38307 0.031 -0.038 -0.026 -0.0825
C 2.94754 6.44672 0.56742 0.007 -0.001 0.035 -0.0613
H 3.50629 4.23514 7.09084 0.023 -0.001 -0.056 0.1196
H -7.07013 -6.00496 0.89836 0.040 0.006 0.043 0.1213
H -7.55999 -3.39545 -2.46620 -0.002 -0.004 -0.006 0.1085
H 0.61053 -6.43624 -2.43981 0.047 -0.001 -0.037 0.1205
H -1.27944 -4.07599 4.69919 0.008 -0.003 0.000 0.1092
O -3.47866 -1.77306 -0.44870 0.017 0.005 0.022 0.0797
H 2.73608 -1.58828 -6.99547 -0.036 0.006 0.048 0.1204
H -0.62174 -1.74184 -3.37940 0.044 0.003 -0.072 0.1165
C -7.44370 -4.77866 -0.82831 0.016 0.013 -0.003 -0.0531
C -3.89191 -2.67911 0.24802 -0.003 0.045 -0.037 -0.2845
C 1.11855 7.20058 6.43886 -0.031 0.003 0.090 -0.0031
C -6.73685 -5.17167 0.29553 -0.073 -0.015 -0.053 0.0001
H -1.09321 2.29700 0.22651 0.090 0.032 0.016 0.1067
C 2.40887 -3.29001 -5.74632 -0.015 -0.043 0.032 -0.0827
H 4.41080 4.98268 -0.00254 -0.025 -0.008 -0.018 0.1128
C 3.03760 -2.60344 -6.77765 0.065 0.013 -0.065 -0.0018
I -1.62055 5.19891 -0.44986 0.044 -0.036 -0.027 0.8161
H 0.82898 5.31821 -2.88797 -0.073 -0.177 -0.046 0.1500
O 1.04490 -1.44777 -5.19005 -0.006 -0.001 -0.002 0.1057
C 3.84250 5.41138 0.81231 0.007 0.004 -0.002 -0.0478
C 2.21476 6.99612 1.60511 0.000 -0.012 -0.133 0.0002
H -3.32304 -5.31050 4.03491 -0.042 -0.017 -0.037 0.1216
C -2.01336 -2.41003 1.84725 0.070 0.009 0.052 -0.0005
C 1.34407 -2.60084 -4.96308 -0.001 0.063 -0.001 -0.2772
C 4.03653 -3.22120 -7.51010 -0.002 -0.017 0.011 -0.0566
C 1.00837 -4.70165 -3.62138 0.016 0.038 -0.034 -0.0824
C 2.11040 -5.37298 -4.36820 0.023 -0.056 0.016 -0.2772
H -0.43746 -2.23126 3.28378 0.003 0.001 0.004 0.1099
C 2.14981 5.65542 7.96646 -0.008 0.010 -0.013 -0.0588
C -3.16674 -3.09296 1.48121 -0.041 -0.031 -0.006 -0.0829
C -0.10813 3.73895 -1.01551 -0.309 0.365 0.174 -0.7151
O 4.18352 3.97561 4.72583 0.002 0.001 0.007 0.1054
O 0.74865 1.59233 -0.44253 0.013 -0.075 0.105 -0.1716
H 1.51029 7.79604 1.42360 -0.006 0.019 0.067 0.1208
H -0.50672 -0.01678 -0.07220 -0.051 0.061 -0.149 0.0770
C 2.67017 5.54428 5.62490 -0.008 0.040 -0.040 -0.0829
C -0.68455 -4.79940 -1.92066 0.020 0.023 -0.007 -0.0482
H -0.43802 3.35423 -1.98192 0.079 0.029 0.051 0.0962
O 0.79629 8.02415 3.78677 0.004 0.007 0.005 0.1058
O 2.44746 -6.50692 -4.10280 -0.009 -0.002 -0.010 0.1071
C -5.84967 -3.02459 -1.23570 -0.059 -0.012 -0.065 0.0004
H -1.21151 -5.35344 -1.15415 0.001 0.002 0.009 0.1070
H 4.52320 -2.68621 -8.31484 0.007 0.001 -0.001 0.1073
C -7.00248 -3.70321 -1.59159 0.001 -0.014 0.015 -0.0540
H 4.68715 4.11094 2.30065 -0.014 -0.007 0.056 0.1208
C -2.94977 -4.49610 3.42966 0.074 -0.001 0.054 0.0012
H -1.65912 -1.60195 1.22270 -0.046 0.002 -0.031 0.0994
C 4.41622 -4.52568 -7.21254 -0.012 0.016 0.007 -0.0568
C 2.83599 5.06585 6.91881 -0.015 0.003 0.093 -0.0037
C 0.01697 0.46919 -0.90619 -0.018 0.101 0.073 -0.0846
C 2.37330 6.51160 2.89729 0.015 -0.028 0.063 -0.0827
C -5.58368 -4.48985 0.66198 0.038 0.044 0.011 -0.0815
C 3.26567 5.46560 3.14349 -0.041 0.025 0.037 -0.0832
C 0.65673 -3.37799 -3.89249 0.025 -0.031 -0.044 -0.0815
O 1.14758 4.35745 -1.08900 0.216 -0.565 -0.214 -0.1145
C 3.44001 4.91020 4.51542 0.030 -0.049 -0.008 -0.2787
C -0.35890 -2.76916 -3.16666 -0.085 0.020 0.108 -0.0018
H -1.81127 -2.99333 -1.61474 -0.010 0.021 -0.020 0.0835
C -4.84885 -4.91820 1.88680 -0.011 -0.055 0.025 -0.2771
C -1.80688 -3.80453 3.79445 -0.005 0.008 -0.019 -0.0512
C 1.58560 7.12899 4.00132 -0.035 0.040 -0.025 -0.2779
C -0.07092 2.63845 0.02900 0.151 -0.045 0.002 -0.2799
C -1.02588 -3.47578 -2.18063 0.014 -0.041 0.026 -0.0426
H 5.20078 -5.00440 -7.78352 0.002 0.000 -0.006 0.1072
C -5.13507 -3.41585 -0.10990 0.006 -0.017 0.050 -0.0824
H 0.45334 8.02883 6.23776 0.004 -0.003 -0.060 0.1199
H 0.36385 3.03020 0.95578 -0.088 0.023 -0.146 0.1323
H -0.70940 0.77098 -1.67130 0.013 -0.183 0.033 0.0953
H 4.07574 -6.23039 -5.94703 -0.042 -0.009 0.040 0.1202
H 0.72722 -0.23998 -1.33008 -0.024 0.115 -0.032 0.0911
C 3.79168 -5.21535 -6.18762 0.063 -0.002 -0.067 -0.0024
C 1.29493 6.72618 7.72720 0.012 -0.012 -0.010 -0.0585
C 0.33120 -5.41035 -2.63629 -0.056 -0.003 0.075 -0.0001
H -8.34258 -5.31005 -1.11149 -0.006 0.001 -0.002 0.1086
H 2.28169 5.28299 8.97381 0.001 0.003 0.006 0.1065
C -1.33475 -2.76525 3.00027 -0.007 -0.010 0.004 -0.0503
O 2.61871 4.36780 -2.78555 -0.276 0.303 0.289 0.1267
C -3.63152 -4.14679 2.27103 -0.013 0.026 -0.048 -0.0809
C 2.78299 -4.60308 -5.45416 -0.047 0.035 0.016 -0.0824
H -5.49438 -2.18896 -1.82256 0.050 0.007 0.029 0.1209
H 0.76537 7.18999 8.54895 -0.005 -0.004 0.005 0.1066
C 3.99975 4.92015 2.09693 0.009 -0.007 -0.090 0.0034
```
Positions in Å, forces in eV/Å.

HOMO energy	-0.355	Ha

=====

Entry 2:
A molecular structure, C24H43Cl2GdN4O4Si at a distorted geometry, computed with the ωB97M-V functional and the def2-TZVPD basis.

```
79
Properties=species:S:1:pos:R:3:forces:R:3:lowdin_charge:R:1
H -0.64452 -5.18054 3.22002 -0.063 0.287 0.095 0.0845
H 2.11884 5.18801 -1.52707 -0.031 -0.074 0.254 0.0324
Gd -0.34944 0.80576 0.93504 -1.089 -1.838 0.323 1.0988
H -1.30610 5.95244 0.16301 -0.064 -0.122 -0.113 0.0365
H 0.57204 -3.32550 -5.23526 -0.103 0.128 -0.108 0.0663
O 0.65879 2.49409 2.22956 -0.813 1.724 0.949 -0.2003
H -0.49667 -6.28775 0.65881 -0.077 0.239 -0.099 0.0995
H 2.45481 1.11387 -2.38775 -0.089 -0.317 -0.037 0.0864
C -0.55650 5.09749 4.42785 -0.079 -0.140 0.003 -0.0267
C -2.00077 -4.82233 0.14456 -0.103 0.028 0.144 -0.0876
O -0.72193 -0.40761 -1.04725 0.798 0.446 0.855 -0.4139
C -0.42920 -2.14766 2.37923 0.399 0.897 -0.538 -0.2994
H 2.60433 -1.52696 0.19700 -0.110 0.274 -0.147 0.1469
C 0.12225 -3.20914 -0.65285 0.159 -0.349 0.033 -0.0617
C -1.45339 -1.44050 -1.56858 -0.660 -0.079 0.528 -0.3996
H -2.44614 5.21308 -0.98668 -0.001 -0.014 0.248 0.0417
H -3.26720 -3.15854 -0.50458 0.396 -0.340 0.058 0.1230
C -1.69045 -0.30765 -3.86915 -0.054 0.343 -0.047 -0.0490
C -2.24961 -3.55633 -0.39232 0.145 -0.012 -0.143 -0.0266
H -0.71013 -4.22425 4.73723 -0.120 0.005 -0.276 0.0944
C -0.60557 -2.54020 -3.65287 -0.494 0.360 0.354 -0.1305
H 1.61791 -3.52963 4.36408 0.059 0.051 -0.155 0.0933
C 0.37775 -4.48141 -0.13491 -0.151 0.409 -0.009 -0.0816
C 1.33008 3.49497 4.78410 -0.009 0.191 -0.105 -0.0104
H 0.06245 5.99581 4.54411 -0.043 -0.203 -0.108 0.0927
H 1.97023 -2.41676 3.00038 -0.142 -0.170 0.080 0.0879
C 1.45851 -3.33341 3.29866 -0.179 -0.193 -0.015 -0.0181
H -1.89875 -3.91845 3.42243 0.271 -0.119 0.119 0.0983
H -2.52855 -1.20124 -1.45467 -0.118 -0.290 0.078 0.1430
C -0.05662 3.38712 2.78621 0.626 -1.240 -0.891 -0.2942
H 0.94115 -2.55117 -0.95342 -0.525 -0.389 0.080 0.0782
H -2.84454 -5.44502 0.45994 0.369 0.175 -0.068 0.1046
H 2.22978 -2.77065 -2.74504 0.161 0.193 0.130 0.0845
N 0.24763 3.98303 3.92513 -0.024 0.094 0.448 -0.1574
H 3.76775 -1.93533 -3.06500 -0.037 -0.093 0.268 0.0911
H 0.92246 3.13220 5.73780 -0.029 0.017 -0.331 0.1024
H -1.36289 5.30761 3.71827 0.154 -0.040 0.173 0.0938
C -1.18669 -2.76853 -0.83191 -0.293 0.452 -0.535 -0.1751
C -0.68868 -5.28865 0.26432 -0.121 -0.078 -0.057 -0.1148
H 1.84777 -4.17968 2.71748 -0.046 0.142 0.103 0.0898
H 2.66961 -0.12380 -3.67645 -0.055 0.142 0.142 0.0894
C 1.44325 4.93695 -0.69800 0.129 0.131 -0.092 -0.1978
H -1.93754 4.30026 0.43810 0.042 0.026 -0.199 -0.0482
H -1.10691 -3.04512 -5.68570 0.137 0.104 0.059 0.0810
O 0.32934 -1.29397 1.84499 -0.640 -1.192 0.598 -0.1941
N 0.02506 -3.18633 3.06802 0.125 0.021 0.038 -0.1535
H 1.40743 -4.83479 -0.06155 -0.247 0.018 0.072 0.1019
H 1.92206 4.18041 -0.06236 -0.164 0.161 -0.153 0.0290
H 2.01779 4.31927 5.00626 -0.042 -0.162 -0.121 0.0927
H -2.57080 -0.57300 -4.48289 0.293 0.056 0.249 0.0932
H -1.97086 0.51989 -3.20250 0.120 -0.218 -0.196 0.0691
C -1.59783 5.01112 -0.32109 -0.217 0.150 -0.103 -0.2079
H 3.49376 -2.72674 -1.47442 -0.105 0.107 -0.270 0.0954
C -0.27012 -2.63595 -5.10041 0.183 -0.164 -0.499 -0.1040
H -0.56165 5.89548 -3.28092 0.007 -0.072 -0.016 0.0359
H 0.00592 -1.67086 -5.54616 -0.100 -0.195 0.106 0.0660
H -1.01464 3.68853 2.32294 0.385 0.042 0.190 0.1064
C 2.30787 -0.68652 -0.45748 -0.435 1.193 -0.058 -0.2930
H -0.40106 -3.43684 -3.06861 0.068 0.284 -0.010 0.0995
H 1.27872 5.84435 -0.10089 0.158 -0.147 -0.107 0.0313
C -0.86108 -4.19097 3.64884 0.056 0.211 -0.094 -0.0308
H -0.91921 0.05201 -4.57177 -0.238 -0.054 0.259 0.0738
H 0.41631 4.50814 -3.79000 -0.107 0.029 0.162 0.0330
H -0.99369 4.86136 5.40611 0.085 -0.090 -0.241 0.0985
C 3.02579 -2.16060 -2.29064 -0.133 -0.008 0.210 -0.0403
Cl -2.73350 1.80328 0.88329 -0.352 0.435 -0.397 -0.0959
C -1.56689 0.47502 3.28359 -0.147 -0.228 1.041 -0.4539
H -1.52790 -2.05336 2.30092 0.434 -0.161 0.098 0.1424
Si -0.20606 4.38374 -1.37514 0.136 -0.751 0.100 0.2387
N -2.13456 0.33223 4.29955 0.664 0.120 -1.026 -0.0932
O 1.84830 0.38651 0.01034 1.159 -1.470 -0.589 -0.1758
N 2.49073 -0.90564 -1.76704 0.271 0.153 0.360 -0.1592
C 2.14975 0.12273 -2.74640 -0.397 0.049 -0.078 -0.0288
C -1.21515 -1.49259 -3.07442 0.536 -1.030 -0.122 -0.2320
H 1.85260 2.68920 4.26506 -0.106 0.174 0.138 0.0907
Cl -0.19265 2.22898 -1.34868 0.114 1.875 -1.202 0.4275
C -0.44065 4.81128 -3.17679 -0.005 -0.009 -0.111 -0.2135
H -1.33508 4.32993 -3.59383 0.156 0.097 0.176 0.0375
H 1.06331 0.12583 -2.92980 0.360 0.019 0.141 0.0660
```
Positions in Å, forces in eV/Å.

<S²>	16.030
multiplicity	8
HOMO energy (spin up / spin down)	-0.298 / -0.289	Ha
energy above the lowest of the compared OMol25 structures with the same formula, charge and spin	0.000	eV

=====

no.,E_tot (eV)
1,-74733.9142
2,-93498.0028